Molecular formula: CdH3O
Method: DFT, ωB97M-V/def2-TZVPD

Computed properties:
Multiplicity ... 1
HOMO energy ... -15.847 eV
HOMO-LUMO gap ... 9.8164 eV
Total charge ... +1

Positions of all 5 atoms, in Å:
Cd1 0.878 0.885 -0.189
O1 -0.789 -0.095 0.113
H1 -1.669 0.170 -0.181
H2 -0.792 -1.068 0.242
H3 2.372 0.109 0.014

The Löwdin scheme yields these atomic charges, measured in e: number 1, Cd, carries 1.131; number 2, O, carries -0.207; number 3, H, carries 0.095; number 4, H, carries 0.115; number 5, H, carries -0.134


Molecular formula: Cl12Fe
Method: DFT, ωB97M-V/def2-TZVPD

Computed properties:
Expectation value of S² ... 8.764
Multiplicity ... 6
HOMO energy (alpha / beta) ... 13.980 / 13.983 eV
HOMO-LUMO gap (alpha / beta) ... 3.5937 / 3.5332 eV
Total charge ... -9

Positions of all 13 atoms, in Å:
Fe1 0.567 -1.008 1.342
Cl1 -2.355 3.609 2.541
Cl2 -1.042 0.412 3.103
Cl3 0.070 0.471 -0.271
Cl4 3.090 -0.997 -3.577
Cl5 -1.231 -2.675 1.190
Cl6 0.965 4.654 -0.912
Cl7 -2.888 1.400 -4.178
Cl8 2.133 -1.299 3.090
Cl9 -3.821 -1.075 -1.426
Cl10 -0.924 -3.269 -2.485
Cl11 2.277 -2.473 -0.425
Cl12 3.157 2.249 2.009

Atomic partial charges in e from the Löwdin method, atoms 1 to 8: number 1, Fe, carries -0.092; number 2, Cl, carries -0.990; number 3, Cl, carries -0.561; number 4, Cl, carries -0.031; number 5, Cl, carries -0.995; number 6, Cl, carries -0.398; number 7, Cl, carries -0.999; number 8, Cl, carries -1.010


Molecular formula: Cl2F2H2N3O2PS2
Method: DFT, ωB97M-V/def2-TZVPD

Computed properties:
Energy above the lowest of the compared OMol25 structures with the same formula, charge and spin ... 133.4 kJ/mol
Multiplicity ... 1
HOMO energy ... -20.926 eV
HOMO-LUMO gap ... 11.3193 eV
Total charge ... +2

Positions of all 14 atoms, in Å:
N1 1.153 0.672 -0.821
N2 0.022 -0.882 0.947
N3 -1.383 0.689 -0.424
O1 -0.185 2.751 -1.193
O2 -2.405 -1.532 0.350
F1 0.014 1.836 1.146
F2 -0.384 -1.514 -1.357
P1 1.588 -0.522 0.227
S1 0.068 1.642 -0.409
S2 -1.271 -0.801 0.041
Cl1 2.342 -1.886 -0.741
Cl2 2.734 0.291 1.561
H1 -0.205 -1.543 1.813
H2 -2.087 0.799 -1.139

Atomic partial charges in e from the Löwdin method, atoms 1 to 8: number 1, N, carries -0.303; number 2, N, carries -0.262; number 3, N, carries -0.149; number 4, O, carries -0.080; number 5, O, carries -0.061; number 6, F, carries -0.108; number 7, F, carries -0.260; number 8, P, carries -0.112


Molecular formula: Cl2FH2P2
Method: DFT, ωB97M-V/def2-TZVPD

Computed properties:
Expectation value of S² ... 2.012
Energy above the lowest of the compared OMol25 structures with the same formula, charge and spin ... 0.0 kJ/mol
Multiplicity ... 3
HOMO energy (alpha / beta) ... -15.295 / -15.208 eV
HOMO-LUMO gap (alpha / beta) ... 10.2812 / 6.5664 eV
Total charge ... +1

Positions of all 7 atoms, in Å:
F1 1.405 0.872 0.014
P1 -1.204 0.545 -1.369
P2 0.213 -0.173 0.181
Cl1 -0.299 0.267 1.949
Cl2 2.861 -0.619 2.807
H1 -2.272 -0.446 -1.248
H2 -0.704 -0.446 -2.333

The Löwdin scheme yields these atomic charges, measured in e: number 1, F, carries -0.331; number 2, P, carries 0.692; number 3, P, carries 0.286; number 4, Cl, carries 0.427; number 5, Cl, carries 0.076; number 6, H, carries -0.074; number 7, H, carries -0.075


Molecular formula: Cl2FeN3O9
Method: DFT, ωB97M-V/def2-TZVPD

Computed properties:
Expectation value of S² ... 6.006
Multiplicity ... 5
HOMO energy (alpha / beta) ... 1.481 / 1.549 eV
HOMO-LUMO gap (alpha / beta) ... 6.6881 / 6.6167 eV
Total charge ... -3

Positions of all 15 atoms, in Å:
Fe1 0.847 3.753 10.515
N1 1.504 0.672 9.872
O1 2.384 0.692 10.739
O2 0.832 1.649 9.688
O3 1.594 -0.122 8.923
N2 0.942 6.824 11.501
O4 2.008 6.729 12.153
O5 0.421 5.917 10.891
O6 0.176 7.762 11.712
N3 2.487 5.372 8.450
O7 3.470 5.946 7.990
O8 1.489 5.013 7.890
O9 2.590 5.118 9.604
Cl1 -0.840 3.401 12.325
Cl2 2.665 3.795 12.391

Atomic partial charges in e from the Löwdin method, atoms 1 to 8: number 1, Fe, carries 0.549; number 2, N, carries -0.642; number 3, O, carries -0.054; number 4, O, carries -0.120; number 5, O, carries -0.098; number 6, N, carries -0.620; number 7, O, carries -0.106; number 8, O, carries -0.170


Molecular formula: Cl2H2NO2PS
Method: DFT, ωB97M-V/def2-TZVPD

Computed properties:
Expectation value of S² ... 2.008
Energy above the lowest of the compared OMol25 structures with the same formula, charge and spin ... 0.0 kJ/mol
Multiplicity ... 3
HOMO energy (alpha / beta) ... -9.910 / -10.110 eV
HOMO-LUMO gap (alpha / beta) ... 9.3151 / 6.7212 eV
Total charge ... 0

Positions of all 9 atoms, in Å:
N1 -1.096 -0.236 1.029
O1 0.771 -0.397 -0.912
O2 -0.651 1.663 -0.698
P1 -0.560 0.228 -0.530
S1 3.567 0.012 0.694
Cl1 -1.540 -1.009 -1.816
Cl2 2.402 0.895 -0.610
H1 -0.831 -1.088 1.530
H2 -2.062 -0.069 1.314

Atomic partial charges in e from the Löwdin method, atoms 1 to 8: number 1, N, carries -0.102; number 2, O, carries -0.581; number 3, O, carries -0.336; number 4, P, carries -0.074; number 5, S, carries 0.251; number 6, Cl, carries 0.363; number 7, Cl, carries 0.370; number 8, H, carries 0.056


Molecular formula: Cl2H2NOP
Method: DFT, ωB97M-V/def2-TZVPD

Computed properties:
Energy above the lowest of the compared OMol25 structures with the same formula, charge and spin ... 124.5 kJ/mol
Multiplicity ... 1
HOMO energy ... -11.194 eV
HOMO-LUMO gap ... 10.4285 eV
Total charge ... 0

Positions of all 7 atoms, in Å:
N1 -0.777 -1.696 -1.216
O1 0.770 0.462 -0.868
P1 -0.044 -0.697 -0.355
Cl1 0.013 -0.785 1.643
Cl2 0.507 3.023 1.175
H1 -1.248 -2.360 -0.596
H2 0.779 2.053 0.216

The Löwdin scheme yields these atomic charges, measured in e: number 1, N, carries -0.175; number 2, O, carries -0.419; number 3, P, carries 0.268; number 4, Cl, carries 0.366; number 5, Cl, carries 0.169; number 6, H, carries 0.003; number 7, H, carries -0.213


Molecular formula: Cl2H2NPS
Method: DFT, ωB97M-V/def2-TZVPD

Computed properties:
Energy above the lowest of the compared OMol25 structures with the same formula, charge and spin ... 248.6 kJ/mol
Multiplicity ... 1
HOMO energy ... -9.209 eV
HOMO-LUMO gap ... 8.5647 eV
Total charge ... 0
SMILES ... [H]/N=P/Cl.SCl

Positions of all 7 atoms, in Å:
N1 0.900 -0.922 0.430
P1 1.574 -0.044 -0.637
S1 -1.977 0.309 0.864
Cl1 0.356 -0.227 -2.178
Cl2 -1.314 2.128 0.119
H1 -0.882 -0.143 0.146
H2 1.342 -1.099 1.255

The Löwdin scheme yields these atomic charges, measured in e: number 1, N, carries -0.382; number 2, P, carries 0.379; number 3, S, carries 0.225; number 4, Cl, carries 0.180; number 5, Cl, carries -0.040; number 6, H, carries -0.301; number 7, H, carries -0.061


Molecular formula: Cl2H2NPS
Method: DFT, ωB97M-V/def2-TZVPD

Computed properties:
Energy above the lowest of the compared OMol25 structures with the same formula, charge and spin ... 129.7 kJ/mol
Multiplicity ... 1
HOMO energy ... -9.867 eV
HOMO-LUMO gap ... 9.2116 eV
Total charge ... 0
SMILES ... N=P(S)(Cl)Cl

Positions of all 7 atoms, in Å:
N1 -0.238 -0.270 1.577
P1 -0.419 0.055 0.087
S1 1.496 0.552 -1.244
Cl1 -1.340 -1.413 -0.808
Cl2 -1.673 1.570 -0.350
H1 0.556 0.253 2.142
H2 1.617 -0.746 -1.404

The Löwdin scheme yields these atomic charges, measured in e: number 1, N, carries -0.332; number 2, P, carries -0.371; number 3, S, carries 0.342; number 4, Cl, carries 0.322; number 5, Cl, carries 0.239; number 6, H, carries 0.062; number 7, H, carries -0.261


Molecular formula: Cl2H3N3
Method: DFT, ωB97M-V/def2-TZVPD

Computed properties:
Energy above the lowest of the compared OMol25 structures with the same formula, charge and spin ... 21.1 kJ/mol
Multiplicity ... 1
HOMO energy ... -9.372 eV
HOMO-LUMO gap ... 9.6392 eV
Total charge ... 0

Positions of all 8 atoms, in Å:
N1 1.189 -0.358 0.094
N2 -0.019 -0.729 0.020
N3 -0.971 0.072 0.234
Cl1 -2.512 -0.611 0.028
Cl2 -0.018 2.737 -0.100
H1 0.765 1.727 0.041
H2 1.836 -1.122 -0.088
H3 -0.271 -1.715 -0.229

The Löwdin scheme yields these atomic charges, measured in e: number 1, N, carries 0.039; number 2, N, carries -0.291; number 3, N, carries -0.509; number 4, Cl, carries 0.566; number 5, Cl, carries 0.273; number 6, H, carries -0.296; number 7, H, carries 0.063; number 8, H, carries 0.155


Molecular formula: Cl2H4N2P
Method: DFT, ωB97M-V/def2-TZVPD

Computed properties:
Expectation value of S² ... 2.009
Energy above the lowest of the compared OMol25 structures with the same formula, charge and spin ... 0.0 kJ/mol
Multiplicity ... 3
HOMO energy (alpha / beta) ... -14.870 / -14.608 eV
HOMO-LUMO gap (alpha / beta) ... 10.3244 / 5.7240 eV
Total charge ... +1

Positions of all 9 atoms, in Å:
N1 2.097 -0.450 1.128
N2 -1.616 0.061 0.051
P1 -0.242 0.407 -0.737
Cl1 -0.163 2.424 -1.039
Cl2 -0.674 -0.493 -2.517
H1 2.662 -0.829 0.332
H2 1.434 -1.059 1.672
H3 -1.429 -0.829 0.527
H4 -2.069 0.768 0.583

Atomic partial charges in e from the Löwdin method, atoms 1 to 8: number 1, N, carries 0.053; number 2, N, carries -0.166; number 3, P, carries 0.234; number 4, Cl, carries 0.356; number 5, Cl, carries 0.358; number 6, H, carries 0.008; number 7, H, carries 0.000; number 8, H, carries 0.085


Molecular formula: Cl2H4OSi2
Method: DFT, ωB97M-V/def2-TZVPD

Computed properties:
Energy above the lowest of the compared OMol25 structures with the same formula, charge and spin ... 36.6 kJ/mol
Multiplicity ... 1
HOMO energy ... -11.124 eV
HOMO-LUMO gap ... 11.7454 eV
Total charge ... 0
SMILES ... [SiH3]O[SiH](Cl)Cl

Positions of all 9 atoms, in Å:
O1 0.831 0.210 -0.206
Si1 -0.531 -0.300 0.525
Si2 2.376 0.014 -0.504
Cl1 3.381 1.732 -0.172
Cl2 2.972 -1.577 0.531
H1 -1.235 -1.613 0.103
H2 -0.130 -0.633 1.935
H3 -1.259 1.110 0.361
H4 2.901 -0.536 -1.807

Atomic partial charges in e from the Löwdin method, atoms 1 to 8: number 1, O, carries -0.543; number 2, Si, carries 0.522; number 3, Si, carries -0.484; number 4, Cl, carries 0.332; number 5, Cl, carries 0.338; number 6, H, carries -0.053; number 7, H, carries -0.060; number 8, H, carries -0.020


Calculated molar mass, 131.4; 481.3; 280.0; 153.9; 312.8; 182.0; 133.9; 150.0; 150.0; 116.0; 133.9; 147.1 g mol⁻¹ (same order as the records).